# 1
ORCA calculation (ωB97M-V/def2-TZVPD) on 2 unconnected molecules or ions with the total composition C9H16NO at a distorted geometry.

Structure (XYZ):
```
27
Properties=species:S:1:pos:R:3:forces:R:3
C -1.078473 -1.416143 -2.601022 -1.5406 0.6787 -1.8112
C 0.234898 1.845659 -1.034511 0.4610 -3.2360 -0.1421
C 1.401251 1.254241 -0.538196 1.9580 0.5133 1.1655
C -0.557771 0.888011 -1.764018 -0.3364 3.0821 0.7052
C -0.159096 -0.378602 -2.023043 -0.5740 -1.3621 -0.0293
C 1.957908 0.033918 -0.942602 -1.3288 -0.6207 0.2948
C 1.090029 -0.791850 -1.615270 1.3677 -0.7364 -0.7115
O 2.230415 1.709857 0.520294 -1.2914 1.4753 -0.5038
H -0.155707 2.808597 -0.788881 0.0409 0.4343 0.2085
H -1.550223 1.263294 -2.015602 0.1356 -0.3728 -0.3439
H 2.917199 -0.325113 -0.531885 -0.5868 0.4951 -0.3943
H 2.019145 2.645446 0.665375 0.3339 -0.0801 0.0990
H -0.539992 -2.179429 -3.222183 -0.5826 0.5947 0.7997
H -1.814183 -0.876339 -3.283840 0.9725 -0.7529 0.4849
H 1.390090 -1.791690 -1.918841 0.1167 0.0479 0.2194
H -1.780848 -1.866479 -1.875575 0.7602 -0.1444 -0.0235
C -1.035924 -0.174851 2.496825 1.9947 4.4591 -0.5967
C -1.150149 -0.863218 1.190355 -2.9310 0.8115 -1.0090
N 0.534140 0.089421 2.761743 -0.6070 -0.5175 0.1860
H -1.347389 0.928485 2.267021 0.1775 -1.9346 0.6955
H -1.438965 -0.399808 3.481487 -0.2552 -0.9175 -0.4948
H -0.839858 -0.302437 0.294353 1.0238 0.2567 0.8727
H -2.257777 -0.678185 0.926812 1.1029 -1.5682 0.5784
H 0.931066 -0.437847 3.543346 -0.3025 0.1678 0.1390
H 1.070638 -0.227313 1.948336 -0.0754 0.5326 -0.2192
H 0.676206 1.090898 2.920077 0.3387 -0.3637 -0.1415
H -0.746637 -1.848521 1.139448 -0.3723 -0.9419 -0.0277
```
Positions in Å, forces in eV/Å.

Calculated values
Total charge: +1
F_max (eV/A): 4.921
Energy relative to the best compared isomer or geometry (same formula, charge and spin) (kJ/mol): 147.02
HOMO energy (Ha): -0.43731
HOMO-LUMO gap (hartree): 0.31276

***

# 2
ORCA calculation (ωB97M-V/def2-TZVPD) on 2 unconnected molecules or ions with the total composition C9H16NO at a distorted geometry.

Structure (XYZ):
```
27
Properties=species:S:1:pos:R:3:forces:R:3
C 0.213391 -2.092188 -2.563002 -1.8563 -0.1774 0.4156
C -0.417413 1.305890 -1.025271 0.1313 -1.4188 0.4291
C 0.776136 1.480066 -0.312770 -0.6320 1.3720 1.5358
C -0.605240 0.110184 -1.694739 -0.2277 0.4937 1.1443
C 0.386404 -0.887201 -1.671447 -0.0789 0.3567 -1.0351
C 1.675403 0.470567 -0.081696 0.7687 -0.8536 -2.1199
C 1.514423 -0.670509 -0.904150 -0.2749 -0.5652 0.0207
O 0.843919 2.698254 0.299728 -0.4036 0.3855 -0.0864
H -1.263805 1.948159 -0.830501 0.2680 0.5333 -0.4320
H -1.613992 -0.036069 -2.055893 0.1603 -0.3546 -0.6735
H 2.676452 0.623985 0.295274 -0.1596 0.2527 0.6223
H 1.570422 2.844928 0.907566 0.3894 -0.3963 -0.0904
H -0.458339 -1.880133 -3.401721 0.4259 0.3950 -0.0977
H -0.442942 -2.782836 -2.006782 0.6259 -0.4260 -0.0792
H 2.270423 -1.443018 -1.022417 0.2415 0.2648 0.4924
H 1.082835 -2.588247 -2.960454 0.4361 -0.0497 0.2751
C -1.812116 -0.662219 2.086979 -1.2451 1.0051 -0.8302
C -1.310084 0.634857 2.636230 1.3117 1.0860 -0.7879
N -0.739930 -1.695844 1.951433 -1.3590 0.0174 0.1093
H -2.607663 -0.931607 2.754585 0.0514 -1.2810 0.5366
H -2.370386 -0.569988 1.154293 0.6903 0.0098 -0.3838
H -0.215843 0.731637 2.610639 0.0166 -0.6126 0.8738
H -1.784203 0.840974 3.575527 0.3704 0.2113 0.6212
H -0.436760 -1.883907 2.906008 0.7096 -0.2543 -0.2526
H -1.162876 -2.533540 1.548891 0.2669 -0.2015 0.1104
H -0.007259 -1.374819 1.309525 0.3372 0.1261 0.1663
H -1.441366 1.500731 2.002419 -0.9637 0.0818 -0.4840
```
Positions in Å, forces in eV/Å.

Calculated values
Total charge: +1
F_max (eV/A): 2.411
Energy relative to the best compared isomer or geometry (same formula, charge and spin) (kJ/mol): 95.87
HOMO energy (Ha): -0.42940
HOMO-LUMO gap (hartree): 0.30283

***

# 3
ORCA calculation (ωB97M-V/def2-TZVPD) on 2 unconnected molecules or ions with the total composition C9H16NO at a distorted geometry.

Structure (XYZ):
```
27
Properties=species:S:1:pos:R:3:forces:R:3
C -1.566712 -1.867386 1.349787 -0.1915 0.0379 1.0510
C 1.766296 -0.001318 1.375269 -0.5045 0.8903 0.4935
C 0.484613 -0.348383 1.791169 -0.3708 -0.4217 -0.4911
C 2.434528 -0.716738 0.400899 0.3497 -0.2537 0.1544
C -0.111297 -1.498476 1.268125 0.3504 -0.9509 0.0331
C 1.943306 -1.964874 0.026889 -0.0455 0.4378 0.3290
C 0.728258 -2.368146 0.575213 0.1043 0.1457 -1.1480
O 3.596386 -0.159269 -0.045849 -0.0500 -0.1915 -0.2404
H 2.237551 0.873367 1.808242 0.1412 -0.0104 -0.0779
H -0.052803 0.218764 2.541316 0.0641 0.2565 -0.0297
H 4.048744 -0.766156 -0.642213 0.0508 -0.0095 0.0331
H 2.461728 -2.576294 -0.704060 0.0780 -0.1146 0.2501
H -1.793697 -2.909402 1.132237 0.3933 -0.0251 -0.3788
H -2.134348 -1.247945 0.658679 -0.2212 0.0086 0.0053
H 0.390306 -3.362362 0.323132 -0.2851 -0.0170 -0.1213
H -1.975638 -1.750510 2.354826 -0.0438 0.4302 0.0232
C -0.931935 2.169826 -1.804898 -1.2340 -0.5497 -1.1505
C -2.136611 1.212803 -1.743393 0.0346 0.6970 0.8441
N -0.274909 2.304651 -0.473911 0.4212 0.0071 0.1395
H -0.262185 1.745343 -2.539849 0.7115 0.1688 0.2591
H -1.256051 3.144347 -2.165033 0.2781 0.0777 0.1732
H -2.294426 0.690056 -2.682952 -0.0803 0.2640 -0.0498
H -3.024246 1.768885 -1.422489 -0.0211 -0.3086 -0.2828
H -0.591487 3.111307 0.066750 -0.0691 0.0479 -0.1553
H -0.479978 1.476956 0.089632 0.2472 -0.2837 0.2165
H 0.746403 2.363340 -0.553211 -0.1381 -0.0070 0.0795
H -1.951794 0.457603 -0.984317 0.0308 -0.3262 0.0409
```
Positions in Å, forces in eV/Å.

Calculated values
Total charge: +1
F_max (eV/A): 1.774
Energy relative to the best compared isomer or geometry (same formula, charge and spin) (kJ/mol): 41.71
HOMO energy (Ha): -0.42396
HOMO-LUMO gap (hartree): 0.30035

***

# 4
ORCA calculation (ωB97M-V/def2-TZVPD) on 2 unconnected molecules or ions with the total composition C9H16NO at a distorted geometry.

Structure (XYZ):
```
27
Properties=species:S:1:pos:R:3:forces:R:3
C -0.659189 1.182292 -3.003855 -3.4761 -2.5086 1.8021
C -0.596526 -0.294630 -3.359380 -0.4656 -0.4809 -1.8365
N -0.529789 1.410845 -1.469063 -0.9765 -2.5753 -2.3590
H -0.078714 1.868522 -3.389581 4.5207 2.5643 -2.0588
H -1.555449 1.660616 -3.390295 -1.0041 -0.4367 0.7511
H -1.625083 -0.781255 -3.327560 1.3852 0.5375 0.4092
H 0.168637 -0.827641 -2.792384 -0.1970 -0.1266 0.1850
H -0.437515 2.356458 -1.288044 1.2619 2.5528 0.6288
H -1.345069 1.176751 -0.941951 -1.1562 -0.4150 -0.0587
H 0.150930 0.755307 -1.082924 0.6240 0.8304 -0.1752
H -0.281001 -0.466126 -4.448808 -0.3923 0.6270 1.4711
C 2.305194 1.377494 2.334230 -5.3620 0.0436 -0.2387
C 0.078001 0.965092 1.377487 -4.3075 -0.6711 0.5842
C 1.345331 0.376852 1.678657 0.0061 2.7325 -1.1306
C -1.077840 0.169075 0.993528 1.9869 1.9615 0.4196
C 1.524267 -0.936066 1.248678 2.7317 -1.4160 4.0462
C -0.792088 -1.144001 0.600867 -0.7924 -2.4420 0.8111
C 0.478708 -1.732117 0.872963 2.7623 0.0835 0.2915
O -1.609271 -2.119042 0.244156 -2.8405 1.3218 -1.9576
H -0.222293 2.006266 1.667743 0.9023 -0.9209 -0.1987
H -2.105526 0.596127 1.004739 0.8504 -0.3975 -0.1040
H 3.248228 1.129851 2.399098 4.7616 -2.6311 1.6413
H 1.760093 1.726400 3.267913 1.1929 -0.0050 -1.0733
H 2.442405 -1.400116 1.880797 -1.8034 0.5686 -2.5042
H 0.794345 -2.795684 0.893224 -1.3871 0.4845 -0.5360
H -2.523127 -1.865301 -0.211878 2.3952 -0.5013 1.7104
H 2.556679 2.152298 1.631063 -1.2205 1.2200 -0.5204
```
Positions in Å, forces in eV/Å.

Calculated values
Total charge: +2
F_max (eV/A): 5.682
Energy relative to the best compared isomer or geometry (same formula, charge and spin) (kJ/mol): 317.90
Spin multiplicity: 2
HOMO energy (alpha / beta) (Ha): -0.65256 / -0.67349
HOMO-LUMO gap (alpha / beta) (hartree): 0.36622 / 0.25916